(1)
{"formula": "C35H26MnN7O5", "method": "ωB97M-V/def2-TZVPD", "e_tot_ev": -88689.311, "charge": 2, "e_lumo_ev": [-6.5, -8.3], "s2": 6.0687, "spin_multiplicity": 5, "species": ["Mn", "C", "O", "C", "C", "C", "C", "C", "C", "N", "N", "C", "C", "O", "C", "C", "C", "C", "C", "C", "C", "C", "H", "H", "H", "H", "H", "H", "H", "H", "H", "H", "H", "H", "H", "O", "N", "O", "C", "C", "C", "C", "C", "C", "N", "C", "C", "N", "C", "C", "C", "C", "H", "H", "H", "H", "H", "H", "H", "N", "C", "O", "C", "C", "C", "C", "N", "C", "H", "H", "H", "H", "H", "H"], "coordinates": [[0.735641, -0.158815, -0.124860], [2.263721, -2.960004, -0.926664], [1.096923, -2.145031, -0.875812], [-0.103397, -2.778043, -1.198275], [-0.239571, -4.100263, -1.572338], [-1.508403, -4.600045, -1.850645], [-2.627732, -3.782816, -1.778057], [-2.501245, -2.458647, -1.417216], [-1.236492, -1.935377, -1.104837], [-1.021701, -0.648307, -0.668597], [-2.091788, 0.090045, -0.531898], [-2.164267, 1.296059, -0.022900], [-0.997138, 2.047560, 0.444044], [0.161020, 1.463226, 0.462305], [-1.164338, 3.393803, 0.790995], [-2.410225, 3.990562, 0.803645], [-3.575864, 3.261117, 0.491622], [-4.860847, 3.830880, 0.602044], [-5.989033, 3.098445, 0.309565], [-5.872205, 1.770479, -0.104691], [-4.626370, 1.184723, -0.218612], [-3.461739, 1.908772, 0.069880], [2.412731, -3.343389, -1.940649], [2.179605, -3.793633, -0.223969], [3.107614, -2.333579, -0.640075], [0.610254, -4.757578, -1.654702], [-1.609943, -5.637070, -2.126693], [-3.600411, -4.185067, -2.010285], [-3.358749, -1.808070, -1.365084], [-0.280207, 3.954634, 1.057901], [-2.496480, 5.029282, 1.078291], [-4.953321, 4.853596, 0.933918], [-6.968156, 3.540553, 0.399957], [-6.756207, 1.192914, -0.326595], [-4.534422, 0.151911, -0.517860], [1.988896, -2.785528, 6.317686], [2.965994, -2.313912, 5.788832], [4.068816, -2.273780, 6.272708], [2.827335, -1.732652, 4.450497], [3.955831, -1.163229, 3.920803], [3.956092, -0.551445, 2.648367], [5.089441, 0.078079, 2.091816], [4.977176, 0.657310, 0.851559], [3.758367, 0.595510, 0.167318], [2.677171, 0.006874, 0.656855], [2.760513, -0.549185, 1.890377], [1.571983, -1.122179, 2.446606], [0.451178, -1.015467, 1.692456], [-0.693874, -1.470577, 2.196861], [-0.772361, -2.092285, 3.434831], [0.358432, -2.230567, 4.210138], [1.582590, -1.719619, 3.736112], [4.870895, -1.178234, 4.499370], [6.014646, 0.099999, 2.645900], [5.810368, 1.167620, 0.397910], [3.667945, 1.052800, -0.809432], [-1.589365, -1.333200, 1.607942], [-1.725952, -2.451371, 3.784927], [0.305128, -2.709099, 5.174320], [-1.431199, 3.755108, -3.624322], [-0.335130, 3.383244, -4.317523], [0.023376, 3.937016, -5.326490], [0.495623, 2.243075, -3.761257], [1.566184, 1.807326, -4.542790], [2.379191, 0.798823, -4.054719], [2.109172, 0.264301, -2.805793], [1.090409, 0.673472, -2.040117], [0.301296, 1.642861, -2.526270], [-1.974063, 4.507905, -4.021548], [-1.833322, 3.242340, -2.861178], [1.736758, 2.274851, -5.502855], [3.217180, 0.435157, -4.628920], [2.739101, -0.522005, -2.407890], [-0.519075, 1.957837, -1.895935]], "forces_ev_per_a": [[0.257, 0.074, -0.337], [0.657, -0.286, 0.044], [-0.489, 0.442, 0.023], [-0.527, 0.096, -0.068], [0.376, 0.335, 0.158], [-0.055, 0.067, 0.005], [0.042, 0.029, -0.020], [-0.023, 0.037, 0.023], [0.209, 0.026, 0.060], [1.013, -0.404, -0.067], [-2.367, -0.529, -0.552], [0.899, 0.415, 0.451], [-1.631, 0.436, -0.214], [1.462, -0.293, 0.282], [0.194, -0.126, -0.036], [0.793, 0.062, 0.157], [-0.895, -0.492, -0.216], [0.691, -0.014, 0.018], [-0.108, -0.422, -0.164], [0.078, 0.071, 0.050], [-0.067, -0.054, -0.054], [-0.153, 0.409, 0.121], [-0.040, 0.099, 0.137], [-0.041, 0.109, -0.062], [-0.100, -0.028, -0.046], [0.096, -0.030, 0.024], [-0.008, -0.099, -0.056], [-0.105, -0.027, -0.018], [0.000, 0.040, 0.016], [0.034, 0.058, 0.044], [-0.011, 0.140, 0.066], [0.025, 0.135, 0.017], [-0.084, 0.102, 0.034], [-0.075, -0.024, -0.015], [-0.016, -0.018, -0.032], [-0.307, -0.175, 0.206], [0.413, -0.016, 0.228], [0.204, -0.057, 0.202], [0.913, 0.783, -1.048], [-0.543, -0.578, 0.897], [-0.681, 0.209, -0.905], [-0.396, -0.085, -0.148], [-0.032, -0.056, 0.139], [0.037, 0.088, -0.017], [-0.079, -0.003, -0.117], [0.668, -0.030, 0.505], [0.115, -0.205, 0.556], [-0.282, -0.193, 0.262], [0.122, 0.167, -0.328], [0.364, -0.004, 0.276], [-0.480, 0.001, -0.251], [-0.167, 0.166, -0.457], [-0.077, -0.024, 0.019], [0.136, 0.028, 0.046], [0.087, 0.038, -0.076], [-0.055, 0.008, 0.009], [0.024, 0.003, -0.134], [-0.092, -0.039, 0.032], [-0.012, 0.041, -0.089], [-0.310, 0.184, 0.103], [0.028, -0.177, 0.237], [0.161, 0.051, -0.237], [0.292, -0.222, -0.021], [-0.168, 0.002, 0.264], [-0.095, -0.003, 0.120], [0.156, -0.056, -0.223], [0.072, -0.163, 0.266], [-0.222, 0.200, -0.144], [0.014, -0.072, 0.041], [0.057, -0.048, -0.036], [-0.009, 0.023, -0.022], [0.049, -0.061, -0.002], [-0.047, -0.019, 0.043], [0.114, -0.042, 0.034]]}


(2)
{"formula": "C35H27AsBrCaN4S2", "method": "ωB97M-V/def2-TZVPD", "e_tot_ev": -213687.942, "charge": -1, "e_lumo_ev": 2.2, "spin_multiplicity": 1, "species": ["Ca", "N", "C", "S", "N", "N", "C", "C", "C", "C", "C", "C", "N", "H", "H", "H", "H", "H", "H", "H", "Br", "C", "C", "C", "C", "C", "C", "C", "C", "C", "C", "H", "H", "H", "H", "H", "H", "S", "C", "C", "C", "C", "C", "C", "As", "C", "C", "C", "C", "C", "C", "C", "C", "C", "C", "C", "C", "H", "H", "H", "H", "H", "H", "H", "H", "H", "H", "H", "H", "H", "H"], "coordinates": [[1.208873, -0.153195, 0.493203], [2.818780, -3.382996, -2.504323], [2.274081, -2.866901, -1.359552], [0.596115, -2.584033, -1.343966], [3.166820, -2.682640, -0.400060], [2.752072, -2.013738, 0.682141], [3.488469, -2.145034, 1.725307], [3.125776, -1.547716, 2.996546], [3.861743, -1.859717, 4.143683], [3.452401, -1.361194, 5.364895], [2.325937, -0.554392, 5.414855], [1.664900, -0.270626, 4.227773], [2.048820, -0.746178, 3.047499], [2.171059, -3.794145, -3.150930], [3.735956, -3.790731, -2.424076], [4.367612, -2.786664, 1.690883], [4.729392, -2.501049, 4.058610], [4.001014, -1.603160, 6.266695], [1.962794, -0.150397, 6.349308], [0.789026, 0.367944, 4.225213], [2.876688, 2.292747, 1.560039], [3.504133, 2.861803, -0.171464], [4.353123, 3.931664, -0.165107], [4.871776, 4.411906, -1.380985], [4.509538, 3.808000, -2.550390], [3.608300, 2.717772, -2.562857], [3.200558, 2.138229, -3.784245], [2.291678, 1.119710, -3.784021], [1.774896, 0.625535, -2.568136], [2.136919, 1.105235, -1.320310], [3.067223, 2.193565, -1.343210], [4.623760, 4.408747, 0.767258], [5.547344, 5.258110, -1.373842], [4.903493, 4.162031, -3.497491], [3.609715, 2.522821, -4.712676], [1.966438, 0.681591, -4.722031], [1.057044, -0.187472, -2.639272], [-0.974421, 0.825130, 2.619273], [-2.464231, 1.505683, 2.054596], [-3.259773, 2.314901, 2.877724], [-4.475881, 2.798984, 2.429721], [-4.930402, 2.493819, 1.152686], [-4.149309, 1.704678, 0.319558], [-2.923669, 1.217041, 0.750891], [-1.718864, 0.041615, -0.232374], [-2.418719, -1.616464, 0.546022], [-1.591515, -2.460160, 1.280375], [-2.094006, -3.606402, 1.875383], [-3.436999, -3.925885, 1.745238], [-4.276648, -3.085253, 1.029475], [-3.769466, -1.936262, 0.441058], [-2.651433, 0.056442, -1.962473], [-2.727231, 1.280752, -2.628365], [-3.276749, 1.371622, -3.896626], [-3.744632, 0.227547, -4.530774], [-3.646874, -0.999923, -3.893802], [-3.096882, -1.084589, -2.621575], [-2.901931, 2.542083, 3.873736], [-5.082401, 3.416839, 3.082928], [-5.886171, 2.866002, 0.803949], [-4.508348, 1.467433, -0.674812], [-0.544452, -2.225227, 1.400336], [-1.434549, -4.250284, 2.444051], [-3.830031, -4.824530, 2.205294], [-5.329865, -3.321949, 0.934949], [-4.435025, -1.269457, -0.095192], [-2.353140, 2.173430, -2.137952], [-3.336360, 2.330038, -4.397399], [-4.173102, 0.292410, -5.523715], [-3.994490, -1.896902, -4.392106], [-3.006696, -2.048592, -2.135038]], "forces_ev_per_a": [[-0.729, -0.042, 0.746], [-0.079, -0.097, 0.080], [0.221, 0.111, -0.119], [-0.200, 0.295, 0.297], [0.511, -0.231, -0.321], [0.027, -0.244, 0.340], [0.103, -0.207, -0.265], [-0.136, 0.211, 0.461], [-0.037, -0.033, -0.203], [-0.068, 0.065, 0.023], [0.115, -0.089, -0.006], [-0.002, 0.110, 0.106], [0.045, -0.042, -0.301], [-0.008, -0.013, -0.043], [0.023, 0.055, 0.018], [-0.004, 0.004, -0.056], [-0.001, 0.001, 0.007], [0.007, 0.007, 0.001], [-0.019, 0.024, -0.019], [0.008, -0.017, -0.026], [-0.025, -0.097, -0.321], [0.104, 0.165, 0.288], [-0.030, -0.047, 0.143], [-0.014, -0.027, -0.132], [0.083, 0.074, 0.009], [-0.086, -0.035, 0.200], [-0.065, -0.101, -0.119], [0.070, 0.082, -0.087], [-0.018, 0.030, 0.135], [0.243, 0.296, -0.307], [0.001, 0.039, -0.247], [0.000, -0.036, 0.005], [0.012, -0.009, -0.020], [-0.021, 0.014, 0.007], [0.010, 0.020, 0.016], [0.004, 0.010, -0.002], [0.017, -0.027, -0.010], [0.573, -0.134, 0.124], [-0.104, 0.012, -0.325], [-0.018, -0.036, -0.112], [-0.010, 0.013, 0.036], [-0.069, 0.022, -0.044], [0.047, -0.064, -0.098], [0.127, 0.170, 0.314], [-0.647, -0.077, -0.121], [-0.147, -0.136, -0.001], [-0.048, 0.120, -0.065], [-0.027, -0.060, 0.037], [0.016, -0.020, 0.009], [-0.058, -0.015, -0.015], [0.023, 0.080, 0.007], [0.182, -0.021, -0.129], [0.028, 0.003, 0.123], [-0.033, -0.050, -0.050], [-0.008, 0.012, -0.032], [-0.008, 0.011, -0.038], [0.056, -0.057, 0.144], [-0.017, 0.009, 0.012], [0.018, 0.002, 0.004], [0.006, 0.004, 0.010], [0.004, -0.003, -0.023], [0.055, -0.046, 0.009], [0.014, 0.010, -0.012], [0.000, 0.004, 0.007], [0.001, 0.018, -0.004], [-0.017, -0.017, -0.006], [-0.009, 0.026, -0.034], [0.016, 0.016, 0.022], [0.002, 0.003, 0.006], [0.012, -0.009, 0.014], [-0.025, -0.009, -0.048]]}


(3)
{"formula": "C35H27F5INO3PS2Sn", "method": "ωB97M-V/def2-TZVPD", "e_tot_ev": -102849.569, "charge": -1, "e_lumo_ev": 2.0, "spin_multiplicity": 1, "species": ["Sn", "C", "C", "C", "C", "C", "C", "H", "H", "H", "H", "H", "H", "F", "C", "C", "F", "C", "F", "C", "S", "C", "F", "C", "F", "S", "C", "C", "C", "C", "C", "C", "N", "C", "C", "C", "C", "C", "C", "C", "H", "H", "H", "H", "H", "H", "H", "H", "I", "C", "C", "C", "C", "C", "C", "C", "O", "O", "H", "H", "H", "H", "C", "P", "C", "C", "O", "H", "H", "H", "H", "H", "H", "H", "H", "H"], "coordinates": [[0.331651, 0.089149, 0.665654], [0.794168, -0.916003, 4.462752], [1.703472, 0.135830, 4.394221], [1.252763, 1.429736, 4.181560], [-0.109737, 1.674907, 4.059148], [-1.016356, 0.629562, 4.125745], [-0.562574, -0.670269, 4.319593], [1.147293, -1.930808, 4.595663], [2.765763, -0.056538, 4.494451], [1.955888, 2.248841, 4.099761], [-0.455046, 2.684093, 3.877737], [-2.072750, 0.821617, 3.992783], [-1.266819, -1.491518, 4.324953], [0.143716, 6.260185, -4.410062], [0.558158, 5.641993, -3.288915], [0.189529, 4.338628, -3.020448], [-0.595331, 3.679677, -3.890865], [0.627356, 3.717309, -1.864141], [0.228807, 2.443273, -1.693101], [1.437417, 4.335256, -0.908039], [1.973630, 3.531524, 0.546466], [1.787314, 5.651824, -1.230051], [2.573125, 6.364608, -0.404549], [1.366371, 6.296635, -2.378434], [1.739246, 7.566260, -2.622688], [-0.995828, -3.564923, -2.079244], [-2.001296, -2.237807, -2.574307], [-3.093831, -2.230140, -3.438567], [-3.750300, -1.031238, -3.637266], [-3.325314, 0.141910, -2.999708], [-2.239883, 0.137800, -2.148622], [-1.583074, -1.071931, -1.936172], [-0.496172, -1.256741, -1.085357], [-0.098137, -2.484406, -1.053589], [0.972214, -2.902804, -0.134787], [1.631978, -4.118586, -0.300080], [2.659009, -4.455611, 0.565165], [3.007719, -3.568412, 1.579345], [2.333229, -2.359368, 1.720127], [1.287655, -1.987709, 0.873175], [-3.426892, -3.135571, -3.928064], [-4.609271, -0.999197, -4.294733], [-3.859995, 1.066762, -3.169021], [-1.914345, 1.033379, -1.637321], [1.362878, -4.789882, -1.109166], [3.185191, -5.394569, 0.448744], [3.808324, -3.825045, 2.264594], [2.634636, -1.699342, 2.525147], [-8.242779, -3.290915, 0.338016], [-6.428769, -2.299560, 0.625917], [-5.248810, -3.029175, 0.637706], [-4.047558, -2.359274, 0.828838], [-4.021266, -0.979929, 0.994600], [-5.213179, -0.269448, 0.972835], [-6.425442, -0.922290, 0.796370], [-2.696831, -0.238595, 1.124701], [-2.699834, 0.985889, 1.017186], [-1.684554, -0.995830, 1.297546], [-5.265271, -4.101313, 0.496878], [-3.108550, -2.897419, 0.843409], [-5.167380, 0.806569, 1.081555], [-7.352695, -0.365838, 0.781052], [4.692351, -1.035452, -1.484802], [3.695272, 0.344670, -0.901621], [4.360583, 0.730684, 0.716913], [4.083812, 1.733578, -1.954340], [2.244626, -0.035020, -0.919865], [5.752531, -0.782003, -1.517299], [4.353016, -1.319264, -2.481611], [4.534454, -1.882197, -0.813590], [5.449103, 0.794228, 0.673638], [4.071604, -0.061828, 1.408172], [3.942471, 1.681741, 1.047590], [5.157212, 1.927532, -1.977272], [3.554590, 2.599882, -1.549711], [3.725736, 1.518234, -2.962333]], "forces_ev_per_a": [[-0.146, -0.371, 0.287], [0.043, 0.039, -0.027], [-0.018, -0.046, 0.000], [-0.021, 0.029, 0.068], [0.044, 0.123, -0.042], [0.022, -0.065, 0.014], [-0.022, 0.033, -0.005], [-0.001, -0.011, 0.018], [0.000, -0.008, -0.001], [-0.002, 0.002, -0.022], [-0.014, -0.008, -0.046], [0.000, 0.001, -0.038], [-0.002, -0.007, 0.007], [0.000, -0.011, 0.015], [-0.005, 0.025, -0.022], [0.017, -0.026, 0.039], [0.014, 0.006, 0.011], [-0.150, -0.144, -0.162], [0.014, 0.038, 0.031], [0.207, -0.194, 0.335], [-0.015, 0.221, -0.261], [0.076, 0.217, 0.023], [-0.040, -0.074, -0.020], [0.008, -0.016, 0.028], [-0.005, -0.031, 0.004], [0.003, -0.029, -0.006], [-0.140, -0.042, -0.126], [0.052, -0.014, 0.051], [0.020, 0.054, 0.008], [-0.006, -0.045, -0.006], [-0.079, -0.029, -0.033], [0.307, 0.124, 0.257], [-0.185, 0.184, -0.397], [0.189, -0.100, 0.226], [-0.234, -0.031, -0.280], [0.030, -0.011, 0.035], [0.015, 0.036, 0.030], [-0.047, -0.019, -0.044], [-0.045, -0.102, -0.007], [0.139, 0.144, 0.153], [0.001, -0.008, -0.001], [-0.006, -0.001, -0.001], [-0.009, 0.000, -0.014], [0.017, 0.011, 0.020], [-0.019, 0.000, 0.004], [0.006, -0.003, 0.008], [0.009, 0.005, -0.004], [0.000, 0.059, 0.023], [-0.106, -0.060, -0.018], [0.122, 0.066, 0.027], [-0.007, 0.076, 0.008], [-0.008, -0.018, 0.003], [0.045, -0.022, -0.049], [-0.044, 0.017, -0.023], [0.054, -0.017, -0.001], [-0.208, -0.281, 0.010], [0.026, 0.166, 0.017], [0.287, 0.104, 0.000], [0.001, -0.009, 0.002], [0.001, -0.011, 0.004], [-0.010, -0.001, 0.001], [-0.006, -0.001, 0.001], [0.045, -0.139, -0.071], [-0.288, -0.176, 0.027], [-0.025, 0.023, 0.126], [-0.047, 0.112, -0.132], [0.139, 0.153, -0.106], [0.011, -0.010, 0.002], [0.014, 0.006, -0.001], [-0.004, 0.007, 0.003], [0.000, 0.028, -0.001], [0.006, -0.009, 0.011], [-0.032, 0.033, 0.003], [-0.005, 0.006, 0.018], [0.012, 0.021, 0.002], [0.006, 0.032, 0.010]]}